{
  "formula": "C42H84O12",
  "method": "ωB97M-V/def2-TZVPD",
  "energy_ha": -2553.38887,
  "total_charge": 0,
  "symbols": ["C", "C", "O", "C", "H", "H", "H", "H", "H", "H", "C", "C", "O", "C", "H", "H", "H", "H", "H", "H", "C", "C", "O", "C", "H", "H", "H", "H", "H", "H", "C", "C", "O", "C", "H", "H", "H", "H", "H", "H", "C", "C", "O", "C", "H", "H", "H", "H", "H", "H", "C", "C", "O", "C", "H", "H", "H", "H", "H", "H", "C", "C", "C", "O", "C", "H", "H", "H", "H", "H", "H", "H", "H", "C", "C", "C", "O", "C", "H", "H", "H", "H", "H", "H", "H", "H", "C", "C", "C", "O", "C", "H", "H", "H", "H", "H", "H", "H", "H", "C", "C", "C", "O", "C", "H", "H", "H", "H", "H", "H", "H", "H", "C", "C", "C", "O", "C", "H", "H", "H", "H", "H", "H", "H", "H", "C", "C", "C", "O", "C", "H", "H", "H", "H", "H", "H", "H", "H"],
  "coordinates": [[-3.17756, -0.55731, 6.76351], [-1.96390, -1.15630, 6.06279], [-1.72665, -2.33923, 6.03825], [-1.12134, -0.16382, 5.31184], [-2.90563, 0.09356, 7.57590], [-3.78847, -1.29586, 7.30265], [-3.70294, -0.08318, 5.97444], [-1.48936, 0.86688, 5.35623], [-1.31753, -0.50312, 4.26446], [-0.10586, -0.23302, 5.70463], [1.22148, 4.86956, 0.45278], [2.25568, 4.45719, -0.57923], [3.07065, 3.61252, -0.29062], [2.15027, 5.05294, -1.96824], [1.11687, 5.97441, 0.48446], [1.52759, 4.60001, 1.47414], [0.27340, 4.42578, 0.16253], [2.63832, 4.49786, -2.70547], [2.63045, 6.02520, -1.92568], [1.10052, 5.17010, -2.10047], [-3.22466, -3.45434, 1.28859], [-3.92901, -4.31232, 0.23976], [-4.33830, -5.43449, 0.42067], [-3.97289, -3.62307, -1.10810], [-3.39577, -2.44754, 1.12213], [-2.12795, -3.56794, 1.23925], [-3.49783, -3.81691, 2.27716], [-4.89508, -3.96687, -1.63426], [-3.17522, -3.97559, -1.75760], [-4.01172, -2.57731, -0.98991], [0.07356, -3.45501, 3.71632], [1.15226, -2.63496, 4.36707], [1.94486, -1.95681, 3.75233], [1.43350, -2.89656, 5.87594], [-0.90737, -2.94399, 3.80458], [-0.03803, -4.43774, 4.20347], [0.25093, -3.45989, 2.63422], [1.73167, -3.90600, 6.07570], [0.48038, -2.86684, 6.41787], [2.21303, -2.16553, 6.29513], [-0.42320, -6.05476, -0.68231], [-0.00265, -5.36750, -1.99641], [-0.69335, -5.37808, -2.97979], [1.46328, -4.78897, -2.08492], [0.16249, -6.96122, -0.54610], [-1.48497, -6.37343, -0.62045], [-0.30859, -5.40728, 0.20139], [2.05369, -4.88383, -1.15954], [1.47249, -3.77740, -2.44128], [1.94656, -5.41276, -2.80938], [-4.40390, 0.54798, 1.01362], [-3.14942, 0.48693, 1.92116], [-2.78045, -0.61450, 2.30655], [-2.54695, 1.78235, 2.43282], [-4.27986, 0.09974, 0.00965], [-4.87184, 1.54142, 0.93256], [-5.08574, -0.18459, 1.51686], [-1.62527, 1.98238, 1.87167], [-2.24134, 1.71201, 3.46976], [-3.27275, 2.57115, 2.42048], [1.36922, 1.66606, -5.17802], [2.73428, 2.31783, -4.91918], [3.09297, 1.82493, -3.51645], [1.85850, 1.54613, -2.91152], [1.18716, 0.77542, -3.92366], [1.36546, 1.15524, -6.16188], [0.60354, 2.41197, -5.23550], [2.69565, 3.42141, -5.00524], [3.38108, 1.97949, -5.71490], [3.58392, 2.66512, -2.96580], [3.73197, 0.92280, -3.46507], [0.15289, 0.63630, -3.65813], [1.69995, -0.20642, -3.99225], [-2.37042, -3.24322, -4.65745], [-3.74519, -2.50451, -4.77790], [-3.28383, -1.10587, -4.30007], [-1.95847, -0.92122, -4.77672], [-1.35884, -2.21439, -5.05757], [-2.37252, -4.05295, -5.34190], [-2.21642, -3.72594, -3.71663], [-4.46126, -2.86432, -4.05918], [-4.16579, -2.47391, -5.77949], [-3.20260, -1.10792, -3.18223], [-3.91866, -0.33070, -4.70811], [-0.38500, -2.31208, -4.56028], [-1.09561, -2.11640, -6.17098], [0.30323, -0.47183, -0.97809], [0.23443, -1.36060, 0.25180], [0.60181, -0.41449, 1.35073], [0.26549, 0.87507, 0.92595], [-0.21165, 0.82846, -0.44190], [-0.23686, -0.69961, -1.90853], [1.37018, -0.39540, -1.10354], [1.01724, -2.14894, 0.14020], [-0.77535, -1.75411, 0.52379], [1.68987, -0.45227, 1.70314], [0.00629, -0.67069, 2.23633], [0.07074, 1.81453, -0.86004], [-1.33060, 0.79988, -0.39166], [-3.78971, 2.31120, -2.15588], [-2.76901, 2.45318, -3.39606], [-1.55944, 3.20229, -2.75204], [-1.92426, 3.48787, -1.41763], [-3.28414, 3.52655, -1.29082], [-3.50954, 1.37110, -1.66077], [-4.86540, 2.26594, -2.37971], [-3.20110, 2.95691, -4.24110], [-2.32819, 1.52174, -3.80500], [-1.36413, 4.12199, -3.28143], [-0.65027, 2.55195, -2.76652], [-3.71545, 4.46440, -1.72649], [-3.59125, 3.38140, -0.25497], [2.70938, 1.71812, 3.35591], [3.42125, 2.67349, 4.34971], [2.35588, 3.33516, 5.11778], [1.10408, 2.58174, 4.99811], [1.18728, 2.04569, 3.61317], [2.97488, 0.69208, 3.60714], [2.93635, 1.85119, 2.34356], [4.00780, 3.47628, 3.78365], [4.16973, 2.18553, 4.94574], [2.17042, 4.34467, 4.75333], [2.51625, 3.31878, 6.18742], [0.82308, 2.88461, 2.94801], [0.47283, 1.23305, 3.58015], [4.51097, 1.01804, -0.23693], [5.73533, 1.91195, -0.68233], [6.66887, 0.93750, -1.39776], [5.84782, -0.11634, -1.88715], [4.88576, -0.30939, -0.88182], [3.55560, 1.41830, -0.57194], [4.51650, 0.82136, 0.88521], [6.20749, 2.51682, 0.13026], [5.44469, 2.65384, -1.39885], [7.43769, 0.52954, -0.69687], [7.22336, 1.32276, -2.27958], [5.28913, -0.98995, -0.06834], [4.07211, -0.69830, -1.45677]],
  "mulliken_charge": [-1.4857, 0.4286, -0.5849, 0.0097, 0.3757, 0.3601, 0.3337, 0.5251, -0.4838, 0.3672, -0.6064, 0.8617, -0.4370, -1.1854, 0.4972, -0.0640, 0.0680, 0.1668, 0.4516, 0.2904, 0.3883, 0.2478, -0.6018, -0.1219, -0.4701, -0.1694, 0.4734, 0.4097, -0.2378, -0.0108, -0.4941, 0.8391, -0.4985, -1.3429, -0.0093, 0.5063, 0.0386, 0.4568, 0.3194, 0.2433, -0.9225, 0.9119, -0.5388, -1.0038, 0.3948, 0.2860, 0.0392, 0.3057, 0.0932, 0.4528, -1.3092, 1.0296, -0.2637, -0.4684, 0.0105, 0.4479, 0.4132, -0.2486, -0.0236, 0.5530, -0.8282, -0.4552, -0.4596, 0.4497, 0.1109, 0.3490, 0.2599, 0.1996, 0.3353, -0.0718, 0.4851, -0.5310, 0.3247, 0.4124, -0.7168, 0.1722, -0.4047, -0.2832, 0.4949, -0.7495, 0.3465, 0.3093, -0.2939, 0.4225, 0.1485, 0.2538, 0.8904, 0.5154, 1.2652, 0.1235, 0.9282, 0.0770, -0.8663, 0.5883, -0.9780, 0.0128, -1.4347, -0.4990, -1.0240, 0.0507, -0.3250, 0.5284, -0.3234, -0.5574, -0.3913, 0.5393, 0.2662, -0.2272, 0.4471, -0.6410, 0.2893, 0.2780, 0.8100, -0.6549, -0.5211, -0.5288, 1.5606, 0.2220, -0.6584, 0.2039, 0.3850, 0.2958, 0.3101, -0.2693, -1.0408, 1.1911, -0.6112, -0.5278, -0.4532, -0.5587, -0.7273, 0.0992, 0.4740, 0.0504, 0.2715, 0.3342, 0.3341, 0.1829]
}